1.
The following is a DFT calculation (ωB97M-V with the def2-TZVPD basis set) of 2 unconnected molecules or ions with the total composition Cl2H2Si at a distorted geometry.

Results
- E_LUMO: -2.818 eV
- Energy above the lowest of the compared OMol25 structures with the same formula, charge and spin: 455.53 kJ/mol
- E_tot: -32952.579 eV
- Maximum force: 4.2 eV/A
- HOMO energy: -8.5 eV
- Frontier orbital gap: 5.6 eV

XYZ file:
```
5
Properties=species:S:1:pos:R:3:forces:R:3
Cl -3.612 -0.397 0.019 1.5922 0.4791 -0.0798
Cl -0.594 2.547 0.007 0.2897 0.4281 -0.0618
Si -0.146 0.651 -0.018 -1.7358 -2.9973 -2.3394
H 0.278 -0.370 -1.171 -0.2290 2.0993 0.6825
H -0.245 -0.280 1.028 0.0829 -0.0092 1.7984
```
Forces are in eV/Å.

2.
The following is a DFT calculation (ωB97M-V with the def2-TZVPD basis set) of C5H7P in the gas phase at a distorted geometry.

Results
- E_LUMO (alpha / beta): 0.116 / 0.113 eV
- Energy above the lowest of the compared OMol25 structures with the same formula, charge and spin: 382.48 kJ/mol
- E_tot: -14581.734 eV
- Maximum force: 4.0 eV/A
- HOMO energy (alpha / beta): -7.9 / -7.9 eV
- Frontier orbital gap (alpha / beta): 8.0 / 8.0 eV

XYZ file:
```
13
Properties=species:S:1:pos:R:3:forces:R:3
P -2.293 -0.162 0.039 0.4849 0.2990 -0.1872
C 0.817 -0.023 0.145 -3.8342 -1.1428 0.1321
C 1.895 -0.708 0.053 1.4308 -1.6829 -0.3932
C -1.087 -1.483 0.026 2.3641 0.4816 0.5701
C 0.184 1.306 0.076 -1.5553 -1.8311 -1.3780
C -1.323 1.196 -0.149 1.2217 -3.7960 0.3044
H 0.603 2.025 -0.592 0.6310 0.0907 -0.9991
H -1.857 2.036 -0.248 -1.6671 3.4374 -0.4904
H 0.155 1.809 0.962 0.6816 1.2206 3.0001
H -0.611 -1.567 -0.988 -0.7777 -0.7293 1.1097
H -1.200 -2.424 0.744 0.5254 2.1648 -1.7995
H 1.903 -1.846 0.089 0.1594 1.7754 0.0218
H 2.811 -0.160 -0.157 0.3354 -0.2874 0.1092
```
Forces are in eV/Å.

3.
The following is a DFT calculation (ωB97M-V with the def2-TZVPD basis set) of a molecular structure, C40H40Cl3MgN3OP2 at a distorted geometry.

Results
- E_LUMO: 0.453 eV
- E_tot: -110240.349 eV
- Maximum force: 1.7 eV/A
- HOMO energy: -6.9 eV
- Frontier orbital gap: 7.4 eV

XYZ file:
```
90
Properties=species:S:1:pos:R:3:forces:R:3
Cl -2.734 1.396 0.436 -0.1279 0.2670 0.3489
Cl -2.159 -1.228 -4.143 0.1459 0.0155 -0.2349
Cl -6.760 1.421 -3.183 -0.0810 0.0103 -0.0472
P 1.360 0.911 -1.873 0.6540 0.4221 -0.3339
P 0.373 -1.434 1.996 0.2174 -0.1955 1.0346
Mg -0.322 -0.186 -0.088 -0.0387 -0.9323 0.0100
O -1.283 0.053 -1.633 -1.0472 0.3602 -1.2986
N 0.495 1.256 0.986 0.3868 0.3012 0.3536
N -0.213 -2.980 -1.129 0.0759 0.1465 -0.0417
N -1.340 -2.383 -0.490 -0.1085 0.0975 0.0753
C -0.388 -4.376 -1.574 -0.0366 -0.2415 -0.0203
C 0.858 1.183 -3.606 0.0074 -0.1684 -0.0547
C 1.092 0.502 -5.915 -0.0389 -0.0926 -0.0241
C -4.665 1.385 -1.483 -0.0580 0.0231 0.0960
C 3.872 -3.338 1.260 0.0669 -0.0456 -0.0117
C 3.975 0.438 -1.071 -0.0966 0.0158 -0.0393
C 4.036 -2.538 3.521 0.0018 0.0116 0.0479
C 1.010 2.525 -1.023 -0.1358 -0.0534 0.0794
C -0.728 -2.661 2.773 -0.0833 -0.0943 -0.1319
C -2.592 -4.535 3.667 -0.0275 0.0026 0.0123
C 2.770 -1.983 3.422 -0.0406 0.0018 0.0006
C -5.150 0.972 -2.713 0.0720 -0.0397 -0.0081
C 2.051 2.829 1.388 0.0344 0.0396 -0.1678
C -0.119 2.094 -3.993 -0.0253 -0.0073 0.0537
C -2.509 0.310 -1.970 -0.0561 -0.0434 0.0507
C -0.311 -3.913 3.215 0.0332 0.0829 0.0173
C -3.381 1.030 -1.125 0.0471 -0.2077 -0.3831
C -1.671 -4.593 -2.385 0.1100 0.0791 0.0588
C -3.020 -3.284 3.237 0.0053 -0.0356 0.0046
C 5.353 0.602 -1.081 0.0570 -0.0366 0.0602
C 1.838 2.096 2.585 -0.0318 -0.0832 0.1228
C -2.094 -2.360 2.785 0.0471 0.0133 0.0024
C 3.787 1.899 -2.970 0.0540 0.0071 0.0509
C 4.585 -3.220 2.444 0.0078 -0.0062 0.0000
C 3.181 1.084 -2.015 -0.0731 -0.1265 0.1250
C 0.881 1.146 2.294 0.0821 0.2065 0.0093
C -1.241 -4.844 3.657 -0.0050 -0.0660 0.0375
C -3.097 -0.150 -3.168 0.1166 0.0891 0.2263
C 2.045 -2.104 2.241 -0.0179 0.0537 -0.2308
C 1.215 2.278 0.438 -0.0153 0.0929 0.1917
C 0.828 -4.690 -2.442 -0.0004 0.0944 0.0737
C -0.490 2.207 -5.326 0.0078 0.0055 -0.0354
C 5.164 2.055 -2.985 -0.0282 0.0173 -0.0209
C 2.608 -2.776 1.155 -0.0254 0.0399 0.0586
C -0.383 -5.279 -0.340 0.0361 0.0976 -0.0633
C 5.948 1.405 -2.040 0.0296 0.0057 0.0034
C 0.118 1.417 -6.289 -0.0487 0.0252 -0.0324
C 0.258 0.043 3.095 0.0759 0.0675 -0.1048
C -4.383 0.180 -3.551 -0.0151 0.0266 0.0610
C 1.450 0.381 -4.583 -0.0266 0.0161 0.0737
H -4.783 -0.191 -4.484 -0.0033 0.0207 -0.0051
H -2.431 -1.392 2.423 -0.0395 -0.0207 0.0023
H 3.502 -0.186 -0.319 0.0422 -0.0133 0.0180
H -0.037 2.786 -1.202 0.0283 0.0708 -0.0634
H -1.742 -3.864 -3.195 -0.0197 -0.0496 -0.0036
H 0.498 -5.073 0.270 0.0042 -0.0299 0.0057
H 2.216 -0.330 -4.288 -0.0122 -0.0146 -0.0675
H 2.350 -1.453 4.267 0.0174 -0.0047 0.0078
H 0.745 -4.158 3.214 -0.0143 -0.0332 -0.0266
H -1.257 2.917 -5.611 0.0138 0.0008 0.0068
H -4.074 -3.038 3.245 0.0088 0.0137 -0.0052
H -0.910 -5.818 3.993 0.0127 0.0146 0.0017
H 1.749 -4.488 -1.891 0.0005 0.0077 -0.0160
H 0.823 -4.081 -3.349 0.0235 -0.0040 -0.0015
H -0.808 0.233 3.257 -0.0008 -0.0628 0.0999
H 5.962 0.102 -0.338 -0.0165 -0.0011 0.0014
H -0.011 -2.392 -1.934 -0.0478 0.0005 -0.0212
H 4.307 -3.861 0.417 -0.0203 0.0081 -0.0082
H -2.561 -4.504 -1.760 -0.0209 -0.0022 -0.0255
H 5.627 2.688 -3.731 -0.0067 -0.0055 0.0042
H -2.147 -2.352 -1.111 -0.0207 -0.0517 -0.0172
H 2.740 3.648 1.249 -0.0105 -0.0123 -0.0410
H 0.824 -5.740 -2.733 -0.0102 -0.0010 -0.0299
H -0.363 -6.327 -0.644 -0.0431 -0.0124 0.0285
H -1.586 -2.946 0.316 0.0525 -0.0317 0.0597
H 3.178 2.413 -3.704 0.0217 0.0074 -0.0149
H 2.040 -2.853 0.234 0.0131 -0.0216 -0.0149
H 0.727 -0.096 4.067 -0.0043 -0.0127 0.0130
H -0.166 1.511 -7.330 -0.0111 -0.0027 0.0115
H -3.314 -5.266 4.007 0.0059 0.0039 0.0041
H -0.604 2.726 -3.260 -0.0083 -0.0186 0.0276
H -1.671 -5.593 -2.819 -0.0286 -0.0151 0.0065
H -1.272 -5.129 0.279 0.0063 -0.0033 0.0137
H 4.596 -2.435 4.441 -0.0004 -0.0099 -0.0046
H -5.291 1.960 -0.815 0.0334 -0.0089 0.0259
H 1.656 3.309 -1.415 -0.0267 0.0332 -0.0370
H 2.329 2.252 3.534 -0.0286 -0.0203 0.0031
H 5.572 -3.657 2.530 0.0010 0.0129 -0.0140
H 7.023 1.532 -2.051 -0.0049 -0.0094 0.0027
H 1.559 -0.127 -6.662 0.0313 0.0196 0.0180
```
Forces are in eV/Å.

4.
The following is a DFT calculation (ωB97M-V with the def2-TZVPD basis set) of C6H11N3 in the gas phase at a distorted geometry.

Results
- E_LUMO: 0.760 eV
- Energy above the lowest of the compared OMol25 structures with the same formula, charge and spin: 564.35 kJ/mol
- E_tot: -10864.970 eV
- Maximum force: 4.1 eV/A
- HOMO energy: -7.8 eV
- Frontier orbital gap: 8.5 eV

XYZ file:
```
20
Properties=species:S:1:pos:R:3:forces:R:3
N -0.130 1.311 -0.204 -0.3393 0.4100 0.8335
N 0.468 -1.585 -0.079 0.4288 -0.1057 1.6240
N 0.893 0.618 0.563 -1.3679 2.2837 1.6553
C -1.220 -0.471 -1.831 -1.5805 -1.7032 -2.4585
C 1.090 -0.701 0.678 -0.6597 -1.6655 -3.1023
C 1.455 1.486 1.487 2.0147 2.9757 1.8837
C -1.701 -0.785 0.641 1.3813 0.6890 2.2156
C -0.233 0.375 -1.246 0.7184 0.9063 0.7522
C -0.747 -0.885 -0.492 2.5243 -0.0915 -1.5720
H 1.912 2.315 0.907 0.1364 -0.2001 0.3349
H -0.916 -0.917 1.608 -3.1352 0.4996 -2.1513
H -2.252 -0.159 -1.756 -0.2508 -0.1825 -0.5406
H 2.259 0.983 2.008 0.3450 -0.0652 0.0089
H 0.940 2.082 2.344 -0.4824 -1.5497 -1.5163
H 1.979 -0.865 1.261 0.1451 -0.7711 0.1847
H -0.864 -0.943 -2.825 -0.9007 0.7210 1.7908
H 0.304 2.210 -0.427 -0.0439 -0.2541 -0.2639
H 0.736 0.250 -1.662 0.7344 -0.6396 -0.5907
H -2.282 0.204 0.656 0.7093 -1.6296 0.1437
H -2.302 -1.691 0.498 -0.3773 0.3727 0.7682
```
Forces are in eV/Å.

5.
The following is a DFT calculation (ωB97M-V with the def2-TZVPD basis set) of C7H13NO2 in the gas phase at a distorted geometry.

Results
- E_LUMO: 0.681 eV
- Energy above the lowest of the compared OMol25 structures with the same formula, charge and spin: 354.13 kJ/mol
- E_tot: -13052.258 eV
- Maximum force: 2.8 eV/A
- HOMO energy: -9.0 eV
- Frontier orbital gap: 9.7 eV

XYZ file:
```
23
Properties=species:S:1:pos:R:3:forces:R:3
O -2.832 1.522 -0.041 -0.9842 0.2066 0.8968
O -2.728 -1.468 0.310 -1.0424 -0.5917 0.5478
N -1.811 0.624 -0.171 2.1275 -1.3227 0.1140
C -0.218 0.712 -0.065 -2.2201 -0.4052 1.7000
C 0.214 1.272 1.304 -1.3977 0.8943 -1.9904
C -0.301 -0.878 -0.015 -0.1667 -0.8189 0.4874
C 0.083 -1.660 1.314 -0.4238 0.9581 -1.6912
C -1.835 -0.706 0.093 0.8401 0.3853 -1.4828
C 0.248 1.518 -1.239 2.1413 0.3796 -1.4710
C 0.285 -1.648 -1.218 -0.3486 -0.1365 0.0593
H -0.096 2.297 1.327 -0.0596 0.8758 -0.0446
H -3.478 1.143 0.619 1.0267 0.3440 -0.7380
H -0.216 0.861 2.184 -0.1630 -0.9837 0.4613
H -0.180 1.216 -2.194 0.1874 -0.9044 0.0455
H 1.102 -1.744 1.626 0.7693 0.3392 -0.1753
H 0.230 -1.073 -2.104 0.0509 1.0670 -0.8939
H 1.401 1.656 -1.414 -2.1240 -0.4780 0.6958
H -0.151 -2.605 -1.608 0.1157 0.5359 1.3935
H -0.522 -1.333 2.109 -0.5279 0.7142 1.2308
H -0.291 -2.636 1.139 -0.2088 -1.2042 -0.3341
H -0.189 2.503 -1.236 0.0452 0.7163 0.8238
H 1.252 1.270 1.268 2.0564 -0.1304 0.5670
H 1.336 -1.757 -0.982 0.3062 -0.4404 -0.2019
```
Forces are in eV/Å.

6.
The following is a DFT calculation (ωB97M-V with the def2-TZVPD basis set) of 3 unconnected molecules or ions with the total composition C3H7IO4 at a distorted geometry.

Results
- 2S+1: 3
- E_LUMO (alpha / beta): 0.496 / -2.932 eV
- Energy above the lowest of the compared OMol25 structures with the same formula, charge and spin: 0.00 kJ/mol
- E_tot: -19510.220 eV
- Maximum force: 5.5 eV/A
- HOMO energy (alpha / beta): -5.2 / -10.1 eV
- Frontier orbital gap (alpha / beta): 5.7 / 7.1 eV

XYZ file:
```
15
Properties=species:S:1:pos:R:3:forces:R:3
I -2.670 -0.621 -2.145 -0.5143 0.1278 0.2345
O 0.781 -2.537 0.438 0.2977 -2.4501 0.0318
O 0.626 1.485 -0.457 2.6557 -0.8177 -2.1109
O 1.875 -1.150 -0.868 0.8784 1.1727 -0.6621
O 0.235 0.056 1.177 1.4821 -4.4457 2.8490
C 1.630 -2.268 -0.528 -1.6874 1.5260 0.9554
C -1.026 2.116 1.259 -0.5641 -1.8518 -0.7486
C -0.039 1.144 0.635 -2.8415 4.1422 0.1430
H -0.752 2.970 1.892 0.5130 -0.2847 0.0588
H 1.965 -3.126 -1.024 0.7529 -1.5544 -0.6475
H -1.826 1.480 1.784 0.8523 1.2095 -0.8986
H 1.276 0.730 -0.659 -1.1105 1.3008 0.1460
H 0.459 -1.778 0.909 -0.2663 1.3325 0.2141
H -1.315 2.454 0.251 -1.0093 0.6896 0.6197
H -1.218 -0.954 -2.665 0.5611 -0.0968 -0.1844
```
Forces are in eV/Å.